Below is a molecular structure, C27H43N8NiO6PS, with properties calculated with ωB97M-V with the def2-TZVPD basis set.

The value obtained for the total energy is -114076.3837 eV. As for the expectation value of S²: 2.00. The spin multiplicity is 3. Its orbital gap (spin up / spin down) is 0.2978 / 0.2975 hartree.

CARTESIAN COORDINATES (ANGSTROEM)
Ni 1.221335 -0.599327 -0.082672
C 4.408375 2.028790 1.357387
C 3.194923 1.403172 0.747127
N 2.597551 0.402579 1.271441
N 3.232984 -0.153096 2.350715
C 2.587193 -0.981836 3.239816
N 3.420907 -1.940800 3.730151
S 1.027436 -0.791075 3.708494
C 2.718698 1.825984 -0.588988
C 2.939407 3.089830 -1.097895
C 2.541031 3.368645 -2.393777
C 1.951809 2.369443 -3.142201
C 1.731357 1.139020 -2.546682
N 2.104609 0.870144 -1.300552
H 4.272940 2.141778 2.432807
H 4.623730 2.997286 0.916464
H 5.281363 1.391104 1.183666
H 4.232382 -0.249230 2.263651
H 4.171436 -2.276868 3.146281
H 2.985425 -2.615050 4.333785
H 3.384259 3.860184 -0.484174
H 2.681366 4.358098 -2.808030
H 1.642720 2.536134 -4.165181
H 1.232839 0.336350 -3.073251
C -3.622543 3.114866 -1.486720
C -3.113078 1.743921 -1.925390
C -4.280496 0.788191 -2.121645
C -2.292150 1.848677 -3.206259
O -2.313884 1.121509 -0.896494
P -1.087275 1.799738 -0.107407
O -0.419124 2.863258 -0.892077
O -0.273895 0.628755 0.393853
O -1.903018 2.384866 1.146482
C -1.367332 3.286577 2.148402
C -1.935474 4.665387 1.835825
C -1.890450 2.763050 3.477122
C 0.161213 3.336806 2.174838
H -4.181017 3.577110 -2.302411
H -2.785780 3.762416 -1.218954
H -4.278149 3.013691 -0.618794
H -4.953801 1.177233 -2.888197
H -4.836862 0.677691 -1.188163
H -3.915648 -0.193746 -2.434721
H -2.912366 2.206481 -4.030437
H -1.891228 0.863737 -3.463875
H -1.457858 2.534459 -3.048203
H -3.027359 4.621059 1.819737
H -1.584501 4.991631 0.853147
H -1.622162 5.392976 2.588413
H -2.983154 2.739541 3.469467
H -1.554652 3.405614 4.294632
H -1.517509 1.750269 3.647041
H 0.547894 3.660940 1.203755
H 0.574564 2.354476 2.407932
H 0.480729 4.048516 2.938703
C 5.223891 -4.706487 -0.347386
N 3.943929 -4.116611 0.030250
C 2.942097 -4.906907 0.514495
C 1.736426 -4.421044 0.859677
C 1.521553 -3.008501 0.656338
O 0.446965 -2.406768 0.893358
N 2.525558 -2.246335 0.161479
C 3.766184 -2.717915 -0.100720
O 4.722178 -2.011647 -0.406862
H 5.060037 -5.575059 -0.983696
H 5.797486 -5.008519 0.530197
H 5.790175 -3.958842 -0.888304
H 3.191613 -5.955345 0.616369
H 0.948825 -5.042269 1.258313
N 0.168150 -1.396324 -1.725069
C -0.970932 -1.575488 -1.600805
N -2.264705 -1.766738 -1.478656
C -2.920910 -2.832790 -2.244828
C -3.063686 -4.091749 -1.396682
C -3.822299 -3.758984 -0.107704
C -3.099784 -2.654150 0.666667
C -2.926007 -1.410405 -0.196427
H -2.360692 -3.010657 -3.161044
H -3.910031 -2.459804 -2.519171
H -2.064311 -4.463979 -1.149731
H -3.578226 -4.866449 -1.969345
H -3.937045 -4.650916 0.509810
H -4.830611 -3.417095 -0.371841
H -2.109050 -2.990654 0.975282
H -3.650620 -2.385924 1.571229
H -2.331523 -0.647241 0.296386
H -3.894374 -0.979396 -0.459524

Atoms 1-2, force components in eV/Å:
0.3 0.0 0.4
0.0 0.1 -0.1

How positive or negative is each atom? The Mulliken charges in e answer that: Ni 0.1208; C -1.8913; C 0.1449; N 1.2367; N -0.5200; C 0.0217; N -0.4668; S -0.3112; C 1.3472; C -1.0889; C -0.5864; C -0.8392; C -0.2727; N 0.4028; H 0.4013; H 0.4432; H 0.3621; H 0.2754; H 0.1796; H 0.2693; H 0.3217; H 0.4146; H 0.4516; H 0.6104; C -1.5907; C 1.9270; C -1.7920; C -1.5423; O -0.1611; P 0.6972; O -1.0873; O -0.1865; O -0.3663; C 1.8910; C -1.7443; C -1.7378; C -1.4327; H 0.4930; H 0.2344; H 0.3160; H 0.5137; H 0.3573; H 0.2640; H 0.4637; H 0.2518; H 0.2858; H 0.3325; H 0.2510; H 0.4528; H 0.3582; H 0.4076; H 0.2846; H 0.2398; H 0.2035; H 0.5810; C -1.1630; N 0.1168; C -0.0779; C -1.3488; C 1.0332; O -0.3239; N -0.1218; C 0.1843; O -0.7525; H 0.3851; H 0.3335; H 0.3519; H 0.4476; H 0.5124; N -0.7514; C 0.8795; N 0.4387; C -0.8229; C -0.5697; C -0.8239; C -0.6307; C -0.4706; H 0.5078; H 0.3140; H 0.2925; H 0.4043; H 0.4034; H 0.2806; H 0.1709; H 0.4381; H 0.1884; H -0.0173